(1)
79
Properties=species:S:1:pos:R:3:forces:R:3 method="wB97M-V/def2-TZVPD" homo_energy_ev=-19.23 mol_weight_g_mol=747.01 fmax_ev_per_a=3.5 charge=+4 gap_ev=5.24
H 1.9708 4.2788 -2.3350 -0.525 -0.719 -0.054
H -1.6185 -1.5322 -1.6001 -0.096 -0.384 0.211
H -3.3299 -3.2142 -1.8833 -0.042 0.064 -0.188
H -1.4256 2.5625 4.4207 0.312 0.511 -0.396
C -0.5934 1.5481 2.9154 0.535 0.529 1.846
H -0.2598 1.4045 -2.6312 0.020 -0.288 0.039
H 0.4129 -1.1857 -4.1991 -0.213 0.569 0.017
H -2.1150 3.1800 1.5877 -0.040 -0.330 -0.010
H -0.0485 0.3157 -5.0819 0.019 -0.121 0.875
H -2.8346 -0.6451 2.2256 0.259 -0.317 -0.102
H -2.9450 3.6342 3.0987 0.016 0.395 -0.355
Hf 0.0128 0.3505 -0.1485 -2.020 0.718 0.402
C -0.2918 -3.1059 0.4447 -0.601 -0.543 0.288
H 1.4987 -4.3055 0.2718 -0.039 0.114 0.135
H -3.8280 3.5643 -2.9162 0.010 0.040 0.135
C 0.3447 -0.0833 -4.1206 0.222 -0.192 0.470
H -2.5018 -3.0841 3.4873 0.591 -0.008 -0.084
C 1.0394 -3.6585 1.0247 -0.025 0.131 0.044
H -4.4858 -2.0712 -2.5672 0.204 0.027 -0.044
O -0.5393 1.3320 1.6382 -0.092 -0.598 -0.151
H -1.4512 4.4843 2.5415 -0.205 0.094 0.217
N -1.2126 2.6115 3.4213 -0.240 -1.233 -0.978
C -0.6648 -1.9363 3.0193 0.504 0.218 0.655
H -2.9378 -0.4246 0.5049 0.156 -0.387 0.722
H 1.2730 3.9385 1.9053 -0.077 -0.818 -1.253
H -1.0873 -3.8408 0.6644 0.159 0.282 -0.328
C 1.8337 2.0022 0.9032 0.261 1.934 0.670
P -0.8244 -1.5373 1.2459 -0.793 -2.283 1.283
Br -0.2770 5.2083 -0.2319 0.636 0.861 -0.489
C -1.9784 3.5337 2.6013 -0.578 0.465 0.461
C 1.7502 3.5673 -1.5261 -1.896 -1.388 0.997
H -2.4252 2.9363 -3.7742 -0.012 -0.017 0.112
H 0.4089 -2.0526 3.2194 -0.175 -0.001 0.120
H -0.2330 0.9661 4.8330 0.771 -0.261 -0.499
C 1.4163 3.3904 0.9285 0.908 -1.623 0.222
H 0.9130 0.2694 3.6424 -1.333 0.443 0.502
C -1.4091 -3.2095 3.4408 -0.207 -0.333 0.241
H 1.9416 1.5078 1.8974 0.417 0.262 -1.173
H 7.5391 -0.8426 -2.7968 -0.653 -0.214 0.104
H 7.6322 0.8694 0.8917 -0.547 -0.321 -0.212
C 7.0030 0.3529 0.1493 -0.650 0.129 0.746
C -3.5635 -2.4200 1.1621 -0.703 -0.101 0.031
C 5.5810 -0.9879 -1.7821 -0.050 0.198 -0.502
H -3.9480 2.0999 -3.8878 -0.035 0.023 0.170
C 1.1769 4.0511 -0.2936 -0.008 -0.711 0.860
H -1.0229 -1.0682 3.5975 0.156 -0.722 -0.407
N 0.0275 0.7694 3.8602 0.393 0.264 -1.242
H -3.1143 -0.8117 -0.9914 -0.144 -0.297 -0.568
C -2.6611 -1.1768 1.2763 -0.260 0.389 -0.435
C 3.4246 -0.6227 -0.5115 0.427 1.936 -0.265
C 5.6530 0.0416 0.4101 -0.160 0.239 0.670
H -3.0750 -2.5755 -3.5173 -0.050 0.078 0.234
C 4.8467 -0.5653 -0.6236 -0.011 -0.575 0.324
H 1.7302 1.5521 -2.5019 0.289 1.268 1.161
C -3.3081 2.6493 -3.1924 -0.147 0.818 -0.133
H -3.2798 -3.2374 1.8402 -0.077 0.424 -0.538
H 1.7565 -2.8552 1.2703 -0.192 -0.332 -0.069
H -2.2045 2.2228 -1.3239 0.028 0.239 0.015
C 2.1738 -0.2717 -0.4793 0.418 1.387 0.870
N 7.6120 0.0564 -0.9882 -0.544 -0.159 -0.209
H -0.1831 -0.3848 -2.0260 0.471 0.015 -0.810
H -3.6424 -2.8125 0.1438 0.280 0.096 0.195
H 0.8742 -4.2866 1.9245 0.066 0.545 -0.516
C -0.4994 0.3487 -2.8603 0.995 0.130 -0.329
H -1.1177 -3.4568 4.4656 0.149 0.083 -0.116
H 5.2429 0.2984 1.4075 0.155 -0.149 -0.875
H 5.1198 -1.6009 -2.5571 0.015 0.309 0.153
C -2.9407 1.7662 -2.0072 0.331 -0.913 -0.343
C 1.8879 1.3383 -0.3571 1.513 0.568 -0.171
H -4.5976 -2.1393 1.4353 0.465 0.013 -0.034
C -3.4211 -2.3208 -2.5083 -0.101 -0.307 -0.240
H -3.8089 1.4728 -1.4001 0.153 0.053 -0.239
H -0.2758 -2.9759 -0.6405 0.162 -0.112 0.061
C -2.6250 -1.1752 -1.8948 0.087 -0.541 0.716
C 6.9221 -0.6117 -1.9219 0.075 -0.221 -0.055
H -1.1433 -4.0803 2.8242 -0.268 0.278 0.231
H 1.3796 0.2868 -3.9817 -0.436 -0.224 -0.276
P -2.2991 0.2509 -2.9411 -1.405 0.532 -0.829
C 1.6500 2.1529 -1.5406 3.021 0.075 -1.688


(2)
77
Properties=species:S:1:pos:R:3:forces:R:3 method="wB97M-V/def2-TZVPD" homo_energy_ev=-12.68 de_lowest_kj_mol=0.0 mol_weight_g_mol=741.10 fmax_ev_per_a=4.9 charge=+2 gap_ev=3.83
H 0.6945 1.4070 -2.5522 -0.099 0.046 -0.060
H -0.0731 -0.2620 3.1054 -0.153 0.011 0.015
H -1.4817 3.9578 2.4030 0.105 0.020 -0.207
H -4.1486 0.8121 -0.6876 0.189 0.220 0.048
H 8.8382 -0.6392 -1.4688 -0.253 -0.233 -0.022
H -1.3596 1.8449 4.9688 -0.005 -0.153 -0.039
H 3.5269 3.1496 2.8235 0.117 0.037 0.338
C -0.6803 4.0672 1.6607 -0.019 0.411 -0.119
H -2.4314 1.0802 -4.2100 -0.220 -0.145 0.187
H 0.6401 3.0201 -3.2882 -0.073 -0.271 -0.061
H -1.1498 -2.6818 -0.6483 0.164 -0.175 -0.074
H 3.2440 2.4340 4.4494 -0.070 -0.076 -0.323
H 1.0834 -2.2575 -1.5484 -0.046 0.262 0.047
H -1.9673 2.9616 -2.7921 0.376 -0.009 0.086
C -3.5292 1.7233 -0.6623 0.241 0.047 0.378
C 0.9710 -2.4234 -0.4835 -0.812 0.527 -0.336
C -0.2926 -2.7045 0.0168 0.383 -0.163 -0.141
H -4.4134 -4.5423 -0.5406 -0.103 0.126 0.155
C -1.0334 0.8214 4.7570 -0.202 -0.209 0.321
C 3.1563 -1.3878 0.0368 2.645 -3.564 -2.179
H -5.9044 -2.2198 -1.8841 0.070 -0.145 0.079
H -3.9751 0.6922 -3.3940 0.306 -0.083 -0.022
H 6.7019 -4.0107 -2.6298 0.168 0.194 0.098
Hg 3.2639 0.5706 0.7255 0.797 2.215 0.679
H -3.6746 3.8107 -1.2920 -0.084 -0.216 -0.095
C 3.4068 2.2200 3.3868 0.180 -0.185 -0.644
C -2.9710 0.3173 -3.6319 -0.081 -0.279 -0.314
H 2.2096 1.5235 1.6258 -0.945 0.892 0.174
H -1.4243 0.7916 2.6245 0.302 -0.022 0.048
H 2.1588 0.4104 3.1981 0.325 0.219 -0.440
H -1.1108 4.4998 0.7537 0.026 -0.040 0.112
C 5.5227 -2.5449 -1.5753 -0.130 -0.044 0.041
H 4.6088 -3.1337 -1.6030 0.161 0.066 -0.108
C -2.2010 -0.1253 -2.3902 0.081 -0.038 0.066
H 2.7680 -2.7486 2.3777 -0.027 0.216 -0.043
C -0.5701 0.6949 3.3084 0.189 0.072 0.085
Br -2.1373 -2.9506 2.1345 -0.536 -0.200 0.607
H -5.1555 -3.1669 0.3491 -0.028 -0.184 -0.125
H -1.2258 -0.5475 -2.6850 -0.228 0.001 0.005
C -0.0151 2.7229 1.3852 0.143 -0.037 0.222
P -1.8226 1.1756 -1.1374 -0.016 -0.635 -0.390
H 4.3060 1.6031 3.2759 0.124 0.346 0.245
N 7.8399 -2.3572 -2.0657 0.479 -0.207 -0.346
H -5.1873 -3.6362 -2.6848 -0.040 0.080 0.098
H -4.2482 2.6511 -2.5198 0.057 0.087 0.286
C -0.4662 -2.9134 1.3924 1.220 0.528 -0.396
C 4.2997 -0.8636 -0.3260 -3.052 -2.170 0.561
C 6.7447 -0.5748 -0.9072 -0.319 -0.126 0.010
H -1.8767 0.1590 4.9628 0.114 -0.019 0.042
O -3.5147 -2.6987 -0.8042 0.919 0.094 0.673
C -1.1503 2.5442 -2.1862 -0.264 0.196 0.308
C -4.1903 2.8540 -1.4433 -0.315 0.119 -0.007
H 0.5232 -3.1367 3.2980 0.136 -0.231 -0.179
P 0.5752 2.1103 3.0244 -1.330 0.712 0.125
H -6.5523 -3.8415 -1.5865 -0.036 -0.002 0.004
H 0.0485 4.7725 2.0803 -0.233 -0.063 -0.152
H -3.4364 2.0131 0.3979 -0.276 -0.054 -0.245
H -3.1004 -0.5537 -4.2889 -0.046 0.256 0.053
C 2.0778 -2.2534 0.3747 -0.038 0.712 0.315
H -2.7558 -0.9266 -1.8661 0.303 0.362 -0.204
H 6.8103 0.3986 -0.4174 0.025 -0.262 -0.207
C 7.8815 -1.1656 -1.4867 -0.797 0.328 0.376
C 0.6594 -2.9667 2.2342 0.147 -0.118 -0.271
C 5.5272 -1.2851 -0.9479 1.785 -0.086 -0.549
H -2.9785 -2.7654 0.0188 -0.907 0.119 -0.989
C -5.6387 -3.2744 -1.7566 0.140 0.068 -0.062
C 1.9106 -2.6988 1.7129 -0.003 0.470 0.843
H 0.8275 2.8052 0.6840 -0.015 0.197 0.003
H -5.2184 2.9764 -1.0787 0.207 0.067 -0.127
C 0.0396 2.1304 -3.0579 -0.017 0.247 -0.174
H -0.2258 0.5951 5.4604 -0.121 -0.010 -0.058
H -0.8324 3.3305 -1.4785 -0.163 -0.138 -0.283
C -4.6877 -3.4800 -0.5950 -0.367 -0.183 -0.058
H -0.7163 1.9912 0.9461 0.386 0.236 0.232
C 6.7061 -3.0423 -2.1324 -0.667 0.638 0.511
C 2.2397 1.4398 2.7961 -0.039 -0.712 1.174
H -0.2872 1.6975 -4.0155 0.158 0.035 0.394


(3)
88
Properties=species:S:1:pos:R:3:forces:R:3 method="wB97M-V/def2-TZVPD" homo_energy_ev="-13.84 / -13.78" de_lowest_kj_mol=6.8 mol_weight_g_mol=831.02 multiplicity=5 fmax_ev_per_a=0.5 charge=+2 gap_ev="7.15 / 5.19"
H -0.7296 5.4550 0.6294 0.021 -0.008 -0.022
O -1.1747 -4.2137 -4.5049 0.016 0.030 0.047
H 1.6659 4.4042 3.5661 0.030 0.062 -0.075
H -2.1382 3.9751 3.8749 -0.013 0.014 0.026
N 2.2643 -1.3323 -1.5926 -0.165 -0.124 0.143
C 2.7766 -0.3457 -2.3022 -0.243 0.045 -0.019
C -0.7092 -3.5684 1.0349 0.121 0.059 0.024
O -1.0541 -2.4264 0.6837 -0.213 0.193 -0.139
C -2.1249 -1.2391 -5.2950 0.022 -0.017 -0.035
H 2.9612 -4.2195 0.0248 0.052 0.012 -0.034
H -3.2959 -2.3135 -2.4830 0.009 0.024 0.008
H -1.9993 -4.6745 -4.3075 -0.157 -0.018 0.029
O -3.2707 -2.2477 -3.4500 -0.019 -0.059 -0.014
H -0.8911 2.1589 4.8782 0.005 -0.019 0.038
H 3.1220 4.9209 2.7289 0.033 0.013 0.000
H 0.4877 1.9389 -1.6180 -0.004 0.076 -0.015
C 4.4083 -2.4028 -1.5380 -0.097 -0.166 0.132
C -2.9530 -4.1078 1.7907 -0.186 -0.024 0.052
H 5.9894 -1.3841 -2.5737 0.004 0.007 -0.003
C -0.2828 3.5058 -0.2983 -0.028 -0.116 0.147
C -1.9787 1.6094 2.5476 0.078 -0.098 0.066
H 4.0172 3.7310 0.7847 0.046 0.016 0.020
N 1.1927 -3.1418 -0.0256 -0.151 0.052 0.167
H 3.1238 1.2911 2.0161 0.006 0.017 0.023
C 0.5080 3.0259 -1.5224 0.095 -0.007 -0.046
C -1.1627 -5.6597 2.3570 -0.169 -0.101 0.023
H 0.8570 5.3787 -0.1525 -0.079 0.036 0.002
H -1.7893 -7.3890 3.4586 0.006 -0.006 0.007
C -3.8706 -4.9124 2.4130 0.039 0.140 -0.074
H -2.6165 1.5983 3.4346 -0.044 -0.013 0.011
H 0.7036 -2.6301 -5.1540 0.037 -0.041 -0.118
C 4.9453 -1.3714 -2.2938 -0.032 0.152 -0.078
H -4.1538 -6.7464 3.5039 -0.001 -0.006 0.001
H -3.2525 -3.1826 1.3176 -0.020 -0.006 0.007
H -4.9146 -4.6381 2.4447 -0.003 0.017 -0.009
H 2.3975 1.8988 3.5043 -0.038 0.004 0.052
C -0.1776 5.0388 -0.2158 0.046 0.045 0.070
H 4.4940 0.5049 -3.2508 0.019 -0.004 -0.007
O -2.0005 -0.7407 -1.3040 -0.070 -0.058 0.094
H -1.5910 0.5983 2.4047 -0.055 0.061 0.042
H -2.9687 -0.5617 -5.4113 0.000 0.008 0.007
P -0.7806 -2.9952 -3.5959 0.180 0.190 -0.376
Br 0.7086 0.3805 0.8142 0.221 0.121 0.206
H 0.2761 -6.8159 2.8177 -0.040 -0.040 0.039
C 2.9897 3.5002 0.4952 0.080 -0.024 0.056
C -1.7576 3.1377 -0.5212 0.067 -0.108 0.044
C 2.4445 -3.3455 -0.3575 0.125 0.100 -0.113
C -1.4953 4.0181 2.9928 0.012 0.002 -0.081
C -0.8574 2.6287 2.7890 0.146 0.107 -0.239
Si 0.3795 2.7510 1.3291 -0.182 0.029 -0.036
C 2.1046 4.5531 2.5789 -0.083 0.013 -0.007
H 3.0181 2.6214 -0.1543 0.040 0.004 0.039
H 5.0148 -3.2349 -1.2065 0.008 0.000 -0.005
C 4.1207 -0.3278 -2.6719 0.202 -0.082 -0.001
C -2.1116 -6.4702 2.9841 0.062 0.021 -0.007
C 2.1702 3.2425 1.7669 -0.119 -0.016 0.000
C -0.1429 2.2345 4.0859 0.018 -0.102 0.015
O -0.0971 -0.1051 -2.7233 0.217 -0.065 -0.038
C -2.0248 -1.6760 -3.8429 -0.037 -0.006 -0.021
H 0.0414 3.4403 -2.4197 -0.020 0.019 -0.038
O 0.6163 -2.5634 -4.1953 -0.113 -0.075 -0.003
H 1.5468 5.3424 2.0697 0.015 -0.011 0.014
H 0.3507 1.2636 4.0024 -0.038 -0.003 0.030
P -1.6019 -0.2983 -2.7053 -0.099 0.018 -0.104
H 0.5919 2.9718 4.4054 -0.019 -0.055 0.010
H -2.4130 3.5829 0.2246 -0.024 -0.020 0.030
H -1.9135 2.0558 -0.5161 -0.011 -0.010 -0.008
O -2.3251 0.9970 -3.2165 0.171 -0.036 -0.012
O 0.1336 -5.9844 2.3491 0.078 -0.087 0.069
C 3.0633 -2.3516 -1.1921 0.016 0.017 -0.020
C -3.4382 -6.1026 3.0100 0.067 -0.026 0.001
H -2.1218 4.3141 2.1500 0.028 0.009 0.055
C -1.5888 -4.4628 1.7344 0.205 -0.027 0.004
H -3.2733 1.0732 -3.0589 -0.157 0.022 0.045
H -1.2212 -0.7157 -5.6096 0.006 -0.006 -0.014
C 2.9200 2.1910 2.5987 0.044 -0.007 -0.118
H 3.8822 2.6138 2.8963 0.038 0.013 0.015
H -2.0706 3.5186 -1.4963 0.006 0.018 -0.036
H -2.6076 1.8561 1.6983 -0.039 0.042 -0.115
O -0.6430 -3.2820 -2.1413 0.233 0.117 0.266
H 1.5459 3.3610 -1.5082 -0.202 -0.069 -0.077
Pd 0.0827 -1.4661 -0.9274 -0.214 -0.135 0.057
H 2.1012 0.4472 -2.5969 -0.037 -0.048 0.030
N 0.6051 -4.0008 0.7449 0.162 0.030 -0.171
H -0.6047 5.4664 -1.1260 -0.012 0.019 -0.021
H 2.6170 4.3466 -0.0824 0.078 -0.056 0.067
H -2.2910 -2.1003 -5.9425 0.004 0.009 0.003
H -0.7586 4.8046 3.1655 0.020 -0.002 0.013